A 3-piece molecular cluster, C5H14BN3O6 overall. Source: the Open Molecules 2025 dataset; level of theory: ωB97M-V/def2-TZVPD.

Each line ends with the natural charge from an NBO analysis.
Atoms and positions in Å:
N (-2.33683, -0.19170, 2.59652)  -0.8912
C (-1.11856, -0.33622, 1.71896)  -0.1987
C (-0.31198, 0.93065, 1.53612)  -0.6377
B (0.91489, 0.80119, 0.40084)  -0.3079
C (2.33279, 1.48705, 0.94906)  0.6406
O (2.33182, 2.69377, 1.36835)  -0.8667
O (3.41136, 0.76314, 0.93870)  -0.9119
H (-2.34564, 0.78154, 2.88857)  0.3456
H (-2.19172, -0.71964, 3.44990)  0.3265
H (-0.48068, -1.10867, 2.16396)  0.1656
H (-1.44927, -0.71921, 0.74530)  0.1461
H (0.10377, 1.21871, 2.51395)  0.1904
H (-1.02011, 1.72554, 1.24561)  0.1673
H (0.58563, 1.45851, -0.59016)  -0.0655
H (1.13810, -0.34107, 0.06943)  -0.0705
C (-3.26436, 0.64673, -1.32952)  -0.4864
N (-1.96941, 1.22413, -1.78646)  0.5367
O (-1.64372, 2.28547, -1.32337)  -0.3352
O (-1.33794, 0.55029, -2.57364)  -0.3931
H (-3.71072, 1.33575, -0.62248)  0.2203
H (-3.88461, 0.50792, -2.21090)  0.1991
H (-3.04329, -0.30747, -0.86007)  0.2451
C (3.32548, -1.80583, -1.46618)  -0.5082
N (2.03146, -2.48797, -1.78775)  0.5357
O (1.14430, -2.23533, -1.02755)  -0.2954
O (1.97075, -3.19735, -2.79054)  -0.4820
H (3.16520, -1.18882, -0.57517)  0.3233
H (4.07363, -2.58104, -1.31764)  0.1916
H (3.57968, -1.19010, -2.32384)  0.2165

Calculated values
Max |F|   1.426 eV/Å
HOMO   1.16 eV
Energy above the lowest of the compared OMol25 structures with the same formula, charge and spin   0.275 eV
Total charge   -2
Frontier orbital gap   4.1 eV
E   -839.2091 Eh
Molecular weight   223.0 u